The following is a quantum chemistry calculation of a 10-piece molecular cluster, C4H28NO9 overall, from the OMol25 dataset.

Summary:
* F_max: 0.1616 Eh/bohr
* DFT total energy: -24511.89193 eV
* total charge: +1
* E_HOMO: -12.8 eV
* HOMO-LUMO gap: 10.271 eV
* energy relative to the best compared isomer or geometry (same formula, charge and spin): 312.8 kJ/mol

Atoms and positions in Å:
C: -0.827 -3.110 2.079
C: -1.949 -2.313 1.389
C: -1.270 -1.176 0.683
C: -1.315 0.125 0.884
N: -0.719 1.076 -0.074
H: -0.437 -3.957 1.525
H: -1.360 -3.549 2.970
H: 0.019 -2.569 2.502
H: -2.620 -1.930 2.112
H: -2.594 -2.948 0.783
H: -0.720 -1.389 -0.214
H: -1.434 0.775 1.675
H: -0.062 1.626 0.491
H: -0.428 0.723 -0.969
H: -1.442 1.832 -0.306
H: 3.757 -1.041 0.748
H: 3.246 -2.043 -0.250
O: 3.041 -1.223 0.230
H: 2.657 2.693 2.154
H: 2.501 1.886 0.928
O: 1.944 2.129 1.739
H: -2.277 -2.305 -1.979
H: -1.584 -3.237 -3.138
O: -1.769 -2.278 -2.751
H: 0.885 -0.668 -2.103
H: -0.390 -0.383 -2.911
O: 0.501 -0.014 -2.527
H: -1.082 3.095 3.021
H: 0.237 3.383 2.354
O: -0.649 3.235 2.144
H: 0.274 3.503 -2.542
H: 0.728 3.079 -1.041
O: 0.017 3.509 -1.648
H: 2.814 -2.954 -2.324
H: 1.433 -3.629 -2.632
O: 1.803 -3.010 -2.038
H: -2.735 2.874 1.579
H: -3.631 2.718 0.112
O: -2.961 2.289 0.730
H: 2.560 0.937 -1.112
H: 3.292 2.421 -1.339
O: 2.547 1.817 -0.932

The following is a quantum chemistry calculation of a 12-piece molecular cluster, C4H28O14 overall, from the OMol25 dataset.

Summary:
* 2S+1: 2
* F_max: 0.1223 Eh/bohr
* DFT total energy: -33257.28564 eV
* total charge: +1
* E_HOMO (alpha / beta): -13.6 / -13.6 eV
* HOMO-LUMO gap (alpha / beta): 10.236 / 6.240 eV
* expectation value of S²: 0.7540

Atoms and positions in Å:
O: 0.279 0.327 -1.649
C: 0.434 0.761 -0.365
O: 0.916 2.010 -0.260
C: -0.071 0.155 0.738
C: -0.551 -1.223 0.553
C: 0.034 -2.191 1.656
O: -0.026 -1.918 2.838
H: 1.229 2.356 -1.135
H: -0.010 0.709 1.634
H: -2.973 -0.402 -0.514
H: -0.433 -1.550 -0.546
H: -1.704 -1.363 0.670
H: 0.645 -3.049 1.278
H: -0.629 -1.810 -2.587
H: -3.409 -0.376 -2.004
O: -2.909 -0.934 -1.368
H: 0.572 3.416 -3.299
H: 0.393 1.883 -3.667
O: 0.652 2.514 -2.994
H: -3.691 0.685 1.005
H: -2.612 1.252 -0.109
O: -2.768 0.681 0.672
H: 1.136 0.497 -2.286
H: -2.146 -2.140 -2.737
O: -1.284 -2.438 -3.007
H: 2.648 0.686 -0.623
H: 3.523 0.681 -1.912
O: 2.747 0.268 -1.495
H: 3.950 -0.037 1.818
H: 2.686 0.872 1.877
O: 3.271 0.352 1.314
H: 1.095 -2.922 -2.106
H: -0.089 -3.812 -2.408
O: 0.744 -3.782 -1.893
H: -1.064 0.747 -3.415
H: -2.253 1.530 -3.180
O: -1.686 1.313 -3.928
H: -2.024 0.861 2.897
H: -3.040 0.078 3.594
O: -2.905 0.971 3.271
H: 2.459 -1.424 3.774
H: 1.219 -0.791 4.220
O: 2.091 -0.542 3.872
H: 1.334 3.354 2.394
H: 0.459 2.407 3.214
O: 1.335 2.773 3.144

The following is a quantum chemistry calculation of a 10-piece molecular cluster, C4H29N2O11 overall, from the OMol25 dataset.

Summary:
* F_max: 0.0582 Eh/bohr
* DFT total energy: -30116.63993 eV
* total charge: +1
* E_HOMO: -12.7 eV
* HOMO-LUMO gap: 10.472 eV
* energy relative to the best compared isomer or geometry (same formula, charge and spin): 139.5 kJ/mol

Atoms and positions in Å:
N: -2.169 -0.559 -0.128
C: -1.122 0.469 0.236
C: -0.781 1.333 -0.924
N: 0.103 0.539 -1.917
C: 1.498 0.463 -1.637
C: 1.812 -0.850 -0.873
O: 3.091 -0.935 -0.388
O: 1.092 -1.819 -0.823
H: -2.782 -0.160 -0.795
H: -1.642 -1.397 -0.390
H: -2.606 -0.898 0.744
H: -0.307 -0.156 0.733
H: -1.448 1.074 1.096
H: -0.291 2.275 -0.593
H: -1.645 1.507 -1.634
H: -0.055 1.041 -2.782
H: 1.990 0.329 -2.605
H: 1.932 1.191 -0.943
H: 3.234 -1.865 -0.073
H: 0.772 -2.422 1.138
H: -0.309 -2.604 2.245
O: 0.685 -2.526 2.118
H: -1.937 1.259 4.298
H: -0.564 0.905 3.504
O: -1.557 0.872 3.524
H: -1.806 -0.614 2.746
H: -2.837 -1.785 2.985
O: -2.149 -1.482 2.404
H: 1.868 0.360 2.743
H: 1.012 -0.936 3.084
O: 0.983 0.015 2.936
H: 1.774 1.520 -4.741
H: 0.868 2.650 -4.565
O: 1.552 2.185 -4.089
H: 3.169 3.565 0.658
H: 2.951 2.073 0.832
O: 2.587 2.893 0.349
H: 3.168 -0.031 1.115
H: 4.262 0.852 1.714
O: 3.283 0.705 1.752
H: -0.887 -2.114 -2.218
H: -1.045 -3.545 -1.691
O: -1.529 -2.801 -2.014
H: -4.604 -0.826 -2.733
H: -5.006 0.489 -2.454
O: -4.610 -0.239 -1.946

The following is a quantum chemistry calculation of C4H2BeO5 as an isolated structure, from the OMol25 dataset.

Summary:
* 2S+1: 2
* F_max: 0.1676 Eh/bohr
* DFT total energy: -14805.34524 eV
* total charge: +1
* E_HOMO (alpha / beta): -11.2 / -14.5 eV
* HOMO-LUMO gap (alpha / beta): 6.086 / 9.448 eV
* expectation value of S²: 0.7514

Atoms and positions in Å:
C: 0.671 0.821 4.712
O: 1.029 0.890 5.802
O: 0.290 0.695 3.617
O: -0.251 -0.158 2.001
C: 0.743 -0.200 1.307
O: 1.545 0.846 1.229
Be: -0.779 0.986 2.515
H: 0.966 -1.014 0.599
O: 2.334 0.908 -1.327
C: 2.518 1.202 -0.202
C: 3.237 0.781 0.892
H: 3.882 1.479 1.434

The following is a quantum chemistry calculation of C4H2BiLiO2 as an isolated structure, from the OMol25 dataset.

Summary:
* F_max: 0.1970 Eh/bohr
* DFT total energy: -14297.60982 eV
* total charge: +2
* E_HOMO (alpha / beta): -16.7 / -16.1 eV
* HOMO-LUMO gap (alpha / beta): 5.992 / 5.737 eV
* energy relative to the best compared isomer or geometry (same formula, charge and spin): 59.4 kJ/mol

Atoms and positions in Å:
H: -1.502 1.333 0.205
C: -1.523 -0.042 0.027
C: -0.484 -0.879 0.204
C: 0.876 -0.468 0.017
C: 2.057 -0.204 -0.136
O: 3.305 -0.003 -0.272
O: -2.776 -0.129 -0.112
Li: -4.038 1.182 -0.009
Bi: 4.805 1.145 -0.306
H: -0.721 -1.935 0.381

The following is a quantum chemistry calculation of an isolated ion of composition C4H2BrO2 and charge -1, from the OMol25 dataset.

Summary:
* SMILES string: C#C[C@H](Br)C(=O)[O-]
* F_max: 0.0381 Eh/bohr
* DFT total energy: -78317.56961 eV
* total charge: -1
* E_HOMO: -4.1 eV
* HOMO-LUMO gap: 7.587 eV
* energy relative to the best compared isomer or geometry (same formula, charge and spin): 0.0 kJ/mol

Atoms and positions in Å:
C: -0.737 0.405 -0.998
C: 0.158 0.099 -0.253
C: 1.272 -0.387 0.465
Br: 2.910 0.550 -0.073
C: 1.364 -2.123 -0.039
O: 2.033 -2.302 -1.023
O: 0.711 -2.777 0.744
H: -1.560 0.634 -1.608
H: 1.199 -0.308 1.547

- Which value of total charge does entry 4 give?
  +1